{"formula": "C41H28BBaF11IN6O2P", "method": "ωB97M-V/def2-TZVPD", "orbital_gap_ha": 0.196, "e_above_lowest_kj_mol": 86.1, "homo_energy_ev": -1.25, "charge": -2, "e_lumo_ev": 4.076, "elements": ["Ba", "O", "C", "C", "C", "C", "C", "C", "C", "P", "C", "C", "C", "C", "C", "C", "C", "C", "C", "C", "C", "C", "H", "H", "H", "H", "H", "H", "H", "H", "H", "H", "H", "H", "H", "H", "N", "C", "N", "C", "N", "N", "C", "N", "C", "C", "C", "C", "C", "N", "H", "H", "H", "H", "H", "H", "H", "H", "I", "C", "C", "C", "C", "C", "C", "C", "C", "C", "C", "H", "H", "H", "H", "H", "H", "F", "B", "F", "F", "C", "F", "F", "C", "O", "C", "F", "F", "F", "C", "F", "F", "F"], "positions_angstrom": [[-0.76248, 0.13225, 0.18192], [-0.98491, -1.93477, 2.09482], [0.20925, -1.95268, 1.75835], [0.96901, -3.25393, 1.87652], [0.64124, -4.39104, 2.59734], [1.48652, -5.49196, 2.54893], [2.63447, -5.45340, 1.76337], [2.95722, -4.31856, 1.02591], [2.12500, -3.20669, 1.09507], [2.28430, -1.61430, 0.17537], [3.86228, -1.97320, -0.73602], [3.72437, -2.44739, -2.04043], [4.83361, -2.73933, -2.82114], [6.11023, -2.54225, -2.31284], [6.26523, -2.05599, -1.02168], [5.15107, -1.77779, -0.24091], [2.90858, -0.47329, 1.46753], [2.74498, 0.88993, 1.23434], [3.16504, 1.82734, 2.16771], [3.75514, 1.41057, 3.35048], [3.91254, 0.05271, 3.59799], [3.49023, -0.88306, 2.66575], [-0.27285, -4.40059, 3.18055], [1.25475, -6.38655, 3.11637], [3.28628, -6.31920, 1.72350], [3.84911, -4.30650, 0.41089], [2.72678, -2.57099, -2.44993], [4.70142, -3.10265, -3.83330], [6.97992, -2.75330, -2.92394], [7.25871, -1.88771, -0.62190], [5.28470, -1.39227, 0.76264], [2.25968, 1.22430, 0.32511], [3.00436, 2.88019, 1.97037], [4.06821, 2.13710, 4.09049], [4.35115, -0.27971, 4.53183], [3.59890, -1.94123, 2.87475], [-2.32679, 2.53471, -1.46695], [-2.93843, 2.90385, -0.30292], [-3.95083, 3.77149, -0.44211], [-4.53806, 4.07067, 0.72546], [-5.60052, 4.96215, 0.63670], [-4.24375, 3.61315, 1.91158], [-3.21207, 2.69906, 1.96027], [-2.51256, 2.34483, 0.82623], [-2.91426, 2.15320, 3.19653], [-3.71887, 2.37607, 4.35410], [-3.73183, 1.47701, 5.37196], [-3.04797, 0.21474, 5.15839], [-2.15565, 0.08476, 4.17075], [-1.79962, 1.25113, 3.41285], [-2.61319, 3.08185, -2.26116], [-1.33314, 2.32793, -1.45309], [-5.54912, 5.55575, -0.17477], [-5.79071, 5.43201, 1.50659], [-4.37402, 3.23792, 4.35419], [-4.36122, 1.61871, 6.24139], [-3.31246, -0.65609, 5.74727], [-1.65863, -0.83679, 3.90922], [-3.99378, -1.37025, 0.43957], [-4.36365, -1.64478, -1.61501], [-5.62687, -1.98177, -2.00843], [-5.88963, -2.18994, -3.38100], [-4.88827, -2.05632, -4.29749], [-3.57463, -1.70270, -3.89681], [-2.53702, -1.55025, -4.84817], [-1.28552, -1.18876, -4.43779], [-1.02501, -0.96778, -3.06442], [-1.97317, -1.10311, -2.06774], [-3.27553, -1.48139, -2.52046], [-6.42096, -2.08491, -1.28114], [-6.89303, -2.45299, -3.69665], [-5.08642, -2.21316, -5.35364], [-2.76097, -1.71655, -5.89759], [-0.49094, -1.05742, -5.16676], [-0.01113, -0.66267, -2.79818], [0.51676, 0.88068, 3.85936], [-0.46658, 1.67239, 3.39884], [-0.08001, 2.85255, 2.89336], [2.13721, 4.79959, -2.37155], [1.20958, 4.01050, -1.78332], [1.35136, 4.15496, -0.46687], [0.00977, 4.51518, -2.11418], [1.30897, 2.49870, -2.19129], [0.63619, 1.74064, -1.33227], [2.83429, 2.12082, -2.23409], [3.49238, 2.63581, -1.17900], [3.47605, 2.56754, -3.33487], [2.99667, 0.79990, -2.19137], [0.76106, 2.35399, -3.65764], [1.14430, 3.35920, -4.47700], [1.18804, 1.21021, -4.21879], [-0.56989, 2.32990, -3.67591]], "forces_ev_per_a": [[-0.17, -0.01, 0.01], [0.26, -0.16, 0.09], [-0.50, -0.01, -0.11], [0.21, 0.11, 0.04], [0.01, 0.00, -0.01], [0.02, -0.01, -0.01], [0.00, -0.03, 0.02], [-0.04, 0.02, 0.02], [-0.01, -0.11, -0.01], [0.06, 0.02, -0.08], [0.09, -0.03, 0.02], [-0.01, 0.00, 0.01], [0.01, 0.00, -0.01], [0.01, 0.00, 0.01], [0.01, -0.01, -0.02], [-0.01, 0.01, -0.01], [-0.05, 0.02, 0.05], [-0.02, -0.01, 0.05], [0.00, 0.02, -0.01], [0.00, -0.01, -0.01], [0.01, 0.00, 0.01], [0.03, -0.02, -0.04], [0.00, 0.02, 0.00], [0.00, 0.00, 0.00], [0.00, 0.00, 0.00], [0.00, 0.00, -0.01], [0.00, 0.00, -0.01], [0.00, 0.00, 0.00], [0.00, 0.00, 0.00], [0.00, 0.00, 0.00], [0.01, 0.00, -0.01], [0.01, -0.01, 0.00], [0.00, -0.01, 0.01], [0.00, 0.01, 0.00], [0.00, 0.00, 0.00], [0.00, 0.00, 0.01], [0.14, 0.00, -0.03], [-0.10, 0.01, 0.07], [0.00, 0.00, 0.00], [0.01, -0.02, -0.01], [-0.01, 0.00, 0.01], [0.02, -0.02, 0.00], [-0.02, -0.01, -0.01], [0.05, 0.08, 0.02], [-0.04, 0.03, -0.02], [0.00, 0.00, 0.00], [0.00, 0.02, -0.01], [0.01, 0.00, 0.00], [-0.02, -0.01, 0.03], [0.09, -0.01, 0.03], [-0.03, -0.03, 0.00], [-0.03, 0.04, 0.03], [0.01, 0.00, 0.00], [0.00, 0.00, 0.00], [0.00, 0.00, 0.00], [0.00, 0.01, 0.00], [0.01, -0.01, -0.01], [-0.01, -0.01, 0.00], [-0.21, -0.01, -0.09], [0.08, 0.00, 0.12], [0.00, 0.00, -0.04], [-0.03, -0.01, 0.02], [0.01, 0.00, -0.02], [-0.03, 0.00, 0.03], [0.01, 0.00, -0.04], [0.02, 0.01, 0.01], [-0.04, -0.08, 0.03], [0.13, 0.07, 0.07], [-0.01, 0.00, 0.01], [0.00, 0.00, 0.01], [0.00, 0.00, 0.00], [0.01, 0.00, 0.00], [0.01, 0.00, 0.00], [-0.01, 0.00, 0.00], [0.01, -0.01, -0.06], [0.00, -0.02, -0.01], [-0.06, 0.04, 0.00], [0.00, -0.01, -0.01], [0.01, 0.00, 0.00], [0.04, 0.00, -0.05], [0.00, 0.00, 0.03], [-0.03, 0.01, 0.00], [0.04, 0.03, 0.04], [0.04, 0.14, -0.22], [0.01, 0.00, 0.02], [-0.01, 0.03, 0.01], [-0.02, 0.00, -0.03], [-0.01, -0.03, -0.02], [0.05, -0.01, 0.01], [0.02, -0.01, -0.01], [0.01, 0.03, 0.02], [-0.03, -0.02, 0.00]]}